The following is a DFT calculation (ωB97M-V with the def2-TZVPD basis set) of a cluster of 2 separate species, C7H5F5N2 in total.

- energy above the lowest of the compared OMol25 structures with the same formula, charge and spin (eV) = 0.000
- molecular weight (g/mol) = 212.1

Geometry as ORCA input:
```
! wB97M-V def2-TZVPD RIJCOSX def2/J DEFGRID3
* xyz 0 1
C 2.05 -0.82 -0.27
C 1.93 0.16 0.75
C 1.19 -0.83 -1.40
C 1.12 1.22 0.65
C 0.35 0.27 -1.47
C 0.36 1.27 -0.56
C -1.86 -0.37 0.29
N -1.14 -0.99 1.30
N -2.40 0.78 0.48
F -1.85 -1.09 -0.82
F -1.23 -0.31 2.51
F -1.77 -2.20 1.55
F -0.48 2.31 -0.68
F -3.01 1.37 -0.56
H 2.56 -1.79 -0.15
H 2.50 0.04 1.57
H 1.00 -1.62 -2.11
H 1.07 2.05 1.32
H -0.37 0.53 -2.42
*
```

---

The following is a DFT calculation (ωB97M-V with the def2-TZVPD basis set) of a structure of composition C6H10Br2.

- energy above the lowest of the compared OMol25 structures with the same formula, charge and spin (eV) = 1.637
- molecular weight (g/mol) = 242.0

Geometry as ORCA input:
```
! wB97M-V def2-TZVPD RIJCOSX def2/J DEFGRID3
* xyz 0 1
C -1.19 0.19 1.57
C -0.12 0.24 0.86
C -1.30 0.27 3.09
C 1.52 0.25 -1.25
C -0.37 -1.48 -1.39
C -0.01 0.03 -1.04
Br -2.88 -0.05 0.64
Br 1.58 0.49 1.59
H -2.00 -0.61 3.36
H -1.72 1.21 3.39
H -0.39 0.27 3.57
H 1.72 1.16 -0.69
H 1.68 0.24 -2.36
H 2.26 -0.52 -0.83
H 0.10 -1.76 -2.31
H 0.23 -2.00 -0.64
H -1.45 -1.60 -1.41
H -0.50 0.90 -1.43
*
```

---

The following is a DFT calculation (ωB97M-V with the def2-TZVPD basis set) of a structure of composition C19H20ClIN4O5Y.

- energy above the lowest of the compared OMol25 structures with the same formula, charge and spin (eV) = 0.179
- molecular weight (g/mol) = 635.7

Geometry as ORCA input:
```
! wB97M-V def2-TZVPD RIJCOSX def2/J DEFGRID3
* xyz 1 1
Y 0.47 0.42 0.03
C -0.58 0.65 3.40
C -1.82 0.76 2.50
O -1.69 0.06 1.27
C -2.06 -1.32 1.27
C -0.95 -2.23 1.82
O 0.26 -1.76 1.26
C 1.43 -2.40 1.77
C 2.64 -1.73 1.12
O 2.53 -0.31 1.06
C 2.91 0.43 2.22
C 1.79 0.54 3.26
O 0.57 0.78 2.57
H -0.60 1.44 4.16
H -0.55 -0.32 3.93
H -2.71 0.44 3.04
H -1.93 1.82 2.21
H -3.00 -1.47 1.82
H -2.23 -1.56 0.21
H -0.92 -2.19 2.91
H -1.15 -3.27 1.53
H 1.46 -2.29 2.87
H 1.42 -3.47 1.53
H 3.56 -2.02 1.64
H 2.69 -2.04 0.07
H 3.80 -0.02 2.68
H 3.16 1.43 1.85
H 1.71 -0.39 3.85
H 2.01 1.36 3.96
Cl -2.27 -1.11 -6.30
C -1.33 -1.01 -4.86
C -0.21 -1.81 -4.72
C 0.55 -1.76 -3.56
I 2.21 -3.01 -3.25
C 0.25 -0.91 -2.51
O 0.96 -0.88 -1.41
C -0.90 -0.07 -2.65
N -1.18 0.75 -1.60
C -2.23 1.56 -1.70
C -3.07 1.58 -2.82
C -2.82 0.73 -3.87
C -1.70 -0.12 -3.83
H 0.07 -2.48 -5.52
H -2.42 2.22 -0.87
H -3.90 2.26 -2.84
H -3.46 0.71 -4.74
N 2.06 6.56 -1.80
C 2.11 5.49 -1.40
N 2.25 4.29 -0.96
C 1.63 3.33 -0.54
N 1.18 2.34 -0.06
*
```

---

The following is a DFT calculation (ωB97M-V with the def2-TZVPD basis set) of an isolated molecule of C5H6O2.

- energy above the lowest of the compared OMol25 structures with the same formula, charge and spin (eV) = 4.345
- molecular weight (g/mol) = 98.1

Geometry as ORCA input:
```
! wB97M-V def2-TZVPD RIJCOSX def2/J DEFGRID3
* xyz 0 1
C -1.02 -0.99 -0.01
C -0.12 0.19 -0.18
O 1.10 0.02 -0.77
C 1.93 -1.03 -0.51
O 1.79 -1.83 0.36
C -0.34 1.46 0.28
C -1.61 2.06 0.40
H -1.02 -1.66 -0.86
H -2.02 -0.64 0.23
H -0.62 -1.55 0.85
H 0.62 1.89 0.57
H 2.77 -0.97 -1.22
H -1.45 3.05 0.87
*
```